A 22-piece molecular cluster, C88H176O22 overall. Source: the Open Molecules 2025 dataset; level of theory: ωB97M-V with the def2-TZVPD basis set.

Computed properties:
F_max: 3.55 eV/A
HOMO-LUMO gap: 9.813 eV
Net charge: 0
HOMO energy: -9.326 eV
Relative energy (zero: lowest compared OMol25 entry of this formula, charge and spin): 3.4234 eV

Structure (XYZ):
```
286
Properties=species:S:1:pos:R:3:forces:R:3
C -2.081 -3.458 -1.538 -1.0 1.3 0.3
C -1.582 -3.577 -2.942 -0.3 0.3 -1.2
C -1.044 -5.009 -2.938 -0.2 1.2 0.5
O -0.450 -5.046 -1.648 1.6 -1.5 0.4
C -1.064 -4.185 -0.715 -0.9 -0.3 0.3
H -3.071 -3.914 -1.509 0.0 -0.2 0.3
H -2.215 -2.432 -1.197 0.0 0.2 -0.1
H -0.837 -2.807 -3.143 0.5 -0.3 0.0
H -2.374 -3.385 -3.666 -0.1 -0.2 -0.1
H -0.308 -5.243 -3.706 0.2 0.1 0.2
H -1.848 -5.740 -3.022 -0.2 -0.1 0.1
H -0.355 -3.564 -0.168 0.4 0.2 -0.5
H -1.597 -4.700 0.083 0.2 -0.6 0.0
C 3.798 -4.552 -2.378 -0.5 1.2 -1.1
C 4.599 -3.593 -3.293 1.1 0.4 0.4
C 4.719 -2.284 -2.507 -0.1 -0.6 -0.3
O 3.437 -2.192 -1.914 -0.5 0.0 0.3
C 2.987 -3.511 -1.533 1.2 -0.5 0.1
H 4.380 -5.285 -1.820 0.2 0.4 0.2
H 3.143 -5.111 -3.046 -0.2 -0.2 0.3
H 4.053 -3.307 -4.191 -0.1 -0.5 0.0
H 5.589 -3.950 -3.579 -0.1 -0.2 -0.1
H 4.924 -1.428 -3.149 -0.5 0.2 -0.2
H 5.543 -2.240 -1.795 0.0 -0.5 0.6
H 1.917 -3.654 -1.679 0.0 0.5 0.0
H 3.239 -3.653 -0.482 -0.2 0.1 0.1
C -1.475 0.444 7.856 0.1 1.6 -0.2
C -2.695 -0.236 8.376 -0.1 -1.4 0.0
C -2.416 -1.709 7.937 0.3 -0.2 0.5
O -1.039 -1.817 7.456 -1.4 1.8 -0.2
C -0.867 -0.484 6.834 1.0 -1.4 0.8
H -0.798 0.626 8.691 0.3 -0.1 -0.3
H -1.778 1.423 7.486 0.5 0.1 -0.3
H -3.599 0.138 7.896 -0.1 -0.1 0.1
H -2.773 -0.091 9.454 -0.2 -0.2 -0.1
H -3.110 -1.944 7.130 0.0 -0.3 -0.2
H -2.528 -2.426 8.751 0.0 -0.1 -0.1
H -1.306 -0.529 5.837 -0.4 0.3 0.0
H 0.206 -0.321 6.728 0.0 0.0 -0.1
C 2.462 -2.428 5.192 0.3 -1.0 -0.2
C 3.265 -1.320 5.820 -0.3 1.6 0.5
C 4.135 -1.933 6.919 -1.2 -0.8 -0.6
O 3.525 -3.240 7.121 0.6 0.5 0.2
C 2.297 -3.354 6.392 0.4 0.1 0.3
H 3.017 -2.957 4.417 0.1 0.1 -0.2
H 1.519 -2.068 4.780 0.0 -0.1 0.0
H 2.540 -0.660 6.297 -0.1 0.2 0.2
H 3.788 -0.652 5.136 0.2 -0.3 -0.2
H 4.085 -1.397 7.867 0.1 0.2 -0.1
H 5.170 -2.000 6.584 0.1 -0.5 0.2
H 1.427 -3.025 6.960 0.0 0.1 0.5
H 2.203 -4.430 6.241 -0.2 0.1 -0.5
C -5.000 2.823 -1.141 -2.1 1.3 1.0
C -3.763 2.777 -0.318 1.0 -0.1 0.4
C -2.828 2.138 -1.328 0.0 -0.5 0.6
O -3.369 2.478 -2.601 0.7 0.0 -0.9
C -4.469 3.383 -2.429 0.1 -1.2 -0.3
H -5.776 3.420 -0.662 -0.1 0.4 0.0
H -5.490 1.854 -1.224 0.4 -0.3 -0.5
H -3.836 2.194 0.599 0.0 0.1 0.0
H -3.414 3.782 -0.081 -0.1 0.2 0.2
H -2.891 1.069 -1.128 0.1 -0.4 -0.6
H -1.774 2.394 -1.222 0.0 0.4 -0.2
H -5.131 3.321 -3.292 0.0 -0.3 0.0
H -4.111 4.412 -2.396 0.0 0.2 0.4
C -4.354 -5.300 1.490 -0.3 -0.1 0.8
C -5.415 -6.349 1.955 0.5 0.7 -0.5
C -6.735 -5.568 1.718 1.9 -0.4 1.0
O -6.349 -4.203 1.637 -0.8 1.0 0.1
C -4.960 -3.958 1.899 -0.7 -1.0 -1.0
H -4.364 -5.294 0.400 0.6 -0.2 0.0
H -3.384 -5.451 1.963 0.2 -0.2 -0.5
H -5.280 -6.637 2.997 0.0 0.2 0.1
H -5.360 -7.265 1.366 0.0 0.0 0.0
H -7.313 -5.712 2.631 -0.8 0.0 -0.5
H -7.169 -5.899 0.774 -0.5 0.2 0.2
H -4.743 -3.622 2.913 -0.2 -0.2 0.2
H -4.704 -3.156 1.207 0.3 0.1 0.1
C 6.554 1.899 -2.764 0.7 -1.3 0.9
C 7.525 0.682 -2.892 -0.5 -0.4 1.2
C 8.873 1.307 -3.064 0.4 0.0 -0.6
O 8.594 2.413 -3.851 -0.5 1.6 -1.4
C 7.444 3.039 -3.268 -0.5 -0.4 -0.9
H 6.181 2.036 -1.749 0.3 0.1 0.0
H 5.682 1.663 -3.374 0.1 0.5 -0.2
H 7.242 0.092 -3.763 0.2 -0.1 0.1
H 7.562 0.057 -1.999 -0.5 -0.3 0.0
H 9.581 0.692 -3.620 0.1 -0.1 0.2
H 9.348 1.709 -2.169 0.0 -0.6 0.7
H 6.817 3.493 -4.036 0.8 0.7 -0.2
H 7.831 3.762 -2.549 -0.5 0.0 0.4
C 0.459 1.534 -4.219 0.1 1.3 0.1
C 0.579 0.069 -3.849 0.5 0.0 0.3
C 2.095 -0.077 -3.800 -0.2 0.5 -0.3
O 2.517 0.715 -4.904 1.5 -0.6 -0.5
C 1.706 1.854 -5.097 -1.5 -1.4 -0.1
H 0.630 2.208 -3.379 -0.5 -0.3 0.7
H -0.509 1.807 -4.638 0.2 0.0 -0.3
H 0.190 -0.568 -4.644 -0.1 0.0 -0.1
H 0.075 -0.202 -2.921 0.0 0.1 0.0
H 2.473 -1.095 -3.901 0.0 0.1 -0.2
H 2.548 0.356 -2.908 -0.2 -0.1 0.5
H 1.431 1.847 -6.151 0.2 0.5 -0.1
H 2.214 2.771 -4.797 -0.1 0.0 -0.1
C 5.423 -1.144 1.170 0.5 -0.2 0.0
C 5.406 0.156 0.364 -0.8 0.6 -0.3
C 4.690 1.142 1.285 0.1 -0.5 0.7
O 4.915 0.617 2.586 0.6 0.6 1.4
C 4.822 -0.790 2.539 0.1 0.1 -0.8
H 6.483 -1.369 1.288 -0.2 -0.6 0.0
H 4.878 -1.950 0.679 0.2 -0.1 0.0
H 4.882 0.130 -0.592 0.0 -0.4 -0.1
H 6.427 0.475 0.152 -0.1 0.2 0.1
H 3.601 1.153 1.254 -0.3 0.1 -1.1
H 5.074 2.159 1.199 0.0 0.0 0.2
H 3.792 -1.143 2.583 -0.4 0.2 0.0
H 5.328 -1.222 3.403 0.2 0.1 -0.1
C -2.995 -0.931 -6.257 0.1 -0.3 -1.3
C -3.200 -0.435 -4.831 1.2 0.2 -0.4
C -4.682 -0.202 -4.801 0.4 -0.8 -1.3
O -5.042 0.109 -6.174 0.0 1.0 -0.5
C -3.921 -0.053 -7.111 -0.3 -0.3 2.0
H -3.377 -1.940 -6.410 0.1 -0.3 0.4
H -1.966 -0.951 -6.616 0.1 0.2 0.2
H -2.612 0.469 -4.667 -0.1 0.2 0.0
H -2.827 -1.174 -4.122 -0.2 0.0 0.2
H -5.036 0.558 -4.106 -0.1 -0.1 -0.2
H -5.064 -1.209 -4.631 -0.8 0.2 0.5
H -3.423 0.878 -7.381 -0.3 0.4 0.2
H -4.326 -0.491 -8.023 0.1 -0.2 0.2
C -2.211 -3.964 4.531 -1.5 1.8 -0.5
C -1.258 -4.999 4.911 1.3 -2.4 0.7
C -0.255 -5.116 3.725 -0.4 0.2 0.2
O -0.814 -4.278 2.705 0.8 -1.1 -0.3
C -1.519 -3.289 3.369 -0.9 1.5 -0.3
H -2.475 -3.277 5.334 0.2 0.1 0.0
H -3.160 -4.357 4.166 0.0 -0.3 0.1
H -1.817 -5.919 5.081 0.3 -0.3 -0.1
H -0.704 -4.831 5.835 -0.1 0.4 0.0
H -0.101 -6.120 3.331 -0.2 0.0 0.0
H 0.723 -4.730 4.012 0.2 0.1 0.1
H -2.179 -2.825 2.636 -0.3 0.0 0.1
H -0.890 -2.472 3.724 0.6 0.1 0.2
C 3.619 3.808 -2.580 -0.2 -1.0 -0.4
C 4.347 5.145 -2.521 -0.1 0.6 -0.3
C 5.054 5.152 -1.176 -0.5 -0.7 0.2
O 4.975 3.807 -0.718 0.0 -1.1 0.7
C 3.770 3.185 -1.208 0.2 0.9 0.1
H 4.104 3.093 -3.244 -0.1 0.4 -0.5
H 2.562 3.877 -2.838 0.1 0.1 -0.2
H 3.664 5.988 -2.625 0.0 0.0 0.0
H 5.111 5.255 -3.291 -0.2 -0.2 -0.2
H 4.563 5.758 -0.414 0.1 0.5 -0.2
H 6.106 5.403 -1.309 0.0 0.1 0.4
H 2.877 3.366 -0.609 0.1 0.5 0.5
H 3.875 2.100 -1.224 0.4 0.0 -0.1
C 0.580 2.406 3.262 -2.4 -1.1 -1.1
C 1.900 2.139 3.828 1.8 0.7 -0.3
C 1.874 2.863 5.152 -0.2 -0.6 -0.6
O 0.507 2.759 5.553 0.4 -0.1 1.6
C -0.374 2.514 4.466 1.0 1.1 -0.1
H 0.293 1.555 2.644 -0.2 0.2 -0.3
H 0.565 3.288 2.623 -0.1 0.1 0.2
H 2.618 2.615 3.161 0.5 -0.4 0.1
H 2.131 1.077 3.916 0.0 0.0 0.2
H 2.160 3.911 5.059 0.0 0.2 0.0
H 2.592 2.351 5.794 -0.5 0.2 0.7
H -1.003 3.400 4.376 -0.3 -0.1 -0.1
H -1.004 1.660 4.716 0.1 -0.2 -0.3
C -0.741 6.360 -0.064 -0.4 0.3 -0.4
C -0.855 6.079 -1.572 0.2 1.0 0.0
C 0.364 5.218 -1.797 -0.3 1.3 -0.4
O 0.472 4.429 -0.637 0.5 -1.4 -0.8
C -0.226 5.016 0.420 -0.3 0.7 1.2
H -1.641 6.755 0.406 -0.3 -0.6 0.0
H -0.022 7.157 0.125 0.4 -0.1 -0.2
H -0.762 7.001 -2.145 -0.2 0.0 -0.1
H -1.768 5.571 -1.884 -0.1 -0.1 0.3
H 1.229 5.878 -1.874 0.4 0.1 0.1
H 0.298 4.725 -2.767 0.0 -0.9 0.4
H 0.457 5.141 1.260 0.1 0.0 0.1
H -1.041 4.380 0.765 -0.2 -0.3 -0.1
C -5.688 -1.554 -1.286 1.3 -0.3 0.3
C -5.755 -2.875 -2.033 0.5 -0.5 0.1
C -7.230 -3.208 -2.070 -0.2 -0.3 -0.6
O -7.901 -2.053 -1.680 -0.9 1.4 -0.1
C -7.068 -1.384 -0.756 -0.8 0.6 1.0
H -5.389 -0.716 -1.916 0.0 -0.1 -0.1
H -4.913 -1.730 -0.540 -0.1 0.7 0.4
H -5.314 -3.659 -1.416 0.5 0.0 -0.2
H -5.224 -2.776 -2.979 -0.3 -0.4 -0.1
H -7.485 -3.973 -1.337 0.2 -0.5 -0.1
H -7.560 -3.493 -3.069 -0.2 -0.1 0.1
H -7.244 -1.763 0.250 0.4 -0.7 0.2
H -7.340 -0.337 -0.620 -0.3 0.2 -0.7
C 1.422 -4.486 -5.898 -0.3 0.3 -1.1
C 2.431 -3.628 -6.700 0.7 -1.1 1.6
C 1.626 -2.666 -7.539 0.7 -1.0 -0.1
O 0.255 -2.946 -7.267 -0.3 -0.1 -0.3
C 0.166 -3.645 -6.018 0.6 0.9 0.4
H 1.678 -4.686 -4.857 0.2 0.0 -0.1
H 1.233 -5.411 -6.443 0.1 -0.3 0.2
H 3.102 -4.287 -7.252 0.1 0.2 -0.1
H 3.015 -3.074 -5.965 0.3 0.0 -0.2
H 1.868 -2.867 -8.583 -0.6 0.3 -0.2
H 2.049 -1.697 -7.272 -1.1 0.7 -0.1
H -0.728 -4.252 -5.875 -0.3 0.4 -0.6
H 0.183 -2.848 -5.274 -0.2 -0.1 0.6
C -3.651 3.924 -6.009 -1.0 -0.2 0.9
C -3.290 4.259 -7.421 0.8 0.0 -0.8
C -1.944 3.619 -7.460 1.6 0.2 -0.6
O -1.346 3.897 -6.202 1.4 -0.2 -0.7
C -2.315 4.007 -5.234 -1.8 0.6 0.3
H -4.018 2.903 -5.907 -0.4 0.0 -0.2
H -4.408 4.645 -5.699 -0.1 -0.3 0.6
H -3.095 5.319 -7.581 -0.5 0.2 0.2
H -3.932 3.895 -8.223 -0.2 0.0 0.3
H -1.238 4.092 -8.143 -0.2 -0.3 -0.5
H -1.991 2.546 -7.644 0.0 -0.2 0.0
H -2.328 5.005 -4.795 0.6 0.1 0.4
H -2.183 3.238 -4.473 -0.3 0.1 0.1
C -5.692 0.551 3.805 -1.2 0.6 0.6
C -5.500 0.363 2.337 -0.2 0.2 -0.5
C -4.065 -0.015 2.310 0.1 -1.2 -0.1
O -3.971 -0.913 3.460 1.8 -0.2 -0.7
C -5.010 -0.698 4.361 -1.4 1.8 0.1
H -6.741 0.647 4.084 -0.1 -0.2 0.1
H -5.200 1.448 4.182 0.2 0.1 -0.1
H -5.707 1.195 1.664 -0.3 0.1 0.2
H -6.068 -0.527 2.066 -0.2 0.1 -0.4
H -3.386 0.837 2.328 0.2 0.1 0.6
H -3.820 -0.561 1.399 0.2 -0.4 0.1
H -4.729 -0.396 5.370 0.7 -0.7 0.2
H -5.742 -1.504 4.391 0.3 -0.4 0.0
C 6.149 5.533 2.182 -0.1 1.3 0.0
C 5.153 5.011 3.222 1.1 -0.2 -0.4
C 3.846 5.579 2.732 0.5 -0.2 -0.5
O 4.153 6.768 1.979 -0.4 0.1 0.5
C 5.558 6.939 1.869 0.3 -1.3 -0.2
H 6.141 4.949 1.261 -0.1 -0.2 0.2
H 7.174 5.608 2.544 0.0 -0.1 0.0
H 5.409 5.390 4.211 0.0 -0.1 0.1
H 5.205 3.923 3.193 -0.4 0.0 0.4
H 3.187 5.774 3.578 -0.3 0.2 -0.3
H 3.450 4.857 2.017 -0.7 0.0 0.1
H 5.922 7.705 2.554 0.0 0.1 0.0
H 5.774 7.191 0.831 0.1 0.4 0.1
C -3.497 4.352 3.151 0.3 -0.9 0.2
C -4.868 4.568 2.592 -0.6 0.6 -0.2
C -4.773 5.978 1.988 -0.3 0.4 0.4
O -3.441 6.488 2.233 -0.7 0.0 -1.2
C -2.858 5.715 3.224 0.5 -0.6 1.1
H -2.964 3.736 2.427 0.4 -0.2 0.3
H -3.572 3.881 4.130 0.4 -0.2 -0.1
H -5.610 4.584 3.390 -0.1 -0.2 -0.1
H -5.126 3.793 1.870 -0.2 0.1 0.0
H -5.489 6.605 2.521 0.0 0.3 0.0
H -5.042 6.043 0.934 0.5 0.0 -0.1
H -3.003 6.142 4.216 -0.3 0.3 0.2
H -1.778 5.608 3.122 0.1 0.4 -0.5
C 1.336 -0.502 -0.237 0.4 0.1 -1.8
C 0.929 -1.138 1.036 0.6 -0.4 1.8
C -0.476 -0.596 1.348 1.4 -0.8 -0.8
O -0.582 0.461 0.466 -1.8 2.6 -1.5
C 0.613 0.837 -0.236 0.2 -1.1 1.3
H 0.971 -1.100 -1.072 0.0 0.1 -0.3
H 2.417 -0.432 -0.351 0.0 0.0 0.0
H 1.690 -0.781 1.729 -0.2 -0.1 0.8
H 0.955 -2.228 1.052 0.1 0.0 -0.1
H -0.632 -0.242 2.367 -0.1 -0.4 0.2
H -1.188 -1.361 1.039 -0.4 0.0 0.4
H 1.117 1.606 0.350 0.3 0.1 0.1
H 0.441 1.263 -1.225 -0.5 -0.2 0.1
C 2.281 -7.102 1.523 0.6 0.8 -0.5
C 2.286 -5.597 1.139 -1.4 0.0 -1.7
C 3.468 -4.961 1.774 -0.3 0.0 0.5
O 3.833 -5.893 2.734 1.4 -0.7 2.4
C 3.618 -7.228 2.308 -1.1 0.4 -1.0
H 2.198 -7.714 0.625 0.1 -0.1 0.1
H 1.425 -7.320 2.161 0.2 -0.1 0.1
H 1.368 -5.080 1.419 -0.1 -0.2 0.1
H 2.374 -5.450 0.062 -0.3 -0.4 -0.1
H 3.212 -4.045 2.306 0.1 0.1 0.0
H 4.245 -4.710 1.051 0.5 -0.2 0.0
H 3.446 -7.973 3.084 0.5 0.6 0.6
H 4.502 -7.525 1.744 -0.2 -0.3 -0.5
```
Positions in Å, forces in eV/Å.